{"formula": "C52H112N8O15", "method": "wB97M-V/def2-TZVPD", "energy_ha": -3615.07462, "relative_energy_ev": 0.000, "e_homo_ha": -0.3269, "species": ["O", "O", "O", "O", "O", "O", "O", "O", "O", "O", "O", "O", "O", "O", "O", "N", "N", "N", "N", "N", "N", "N", "N", "C", "C", "C", "C", "C", "C", "C", "C", "C", "C", "C", "C", "C", "C", "C", "C", "C", "C", "C", "C", "C", "C", "C", "C", "C", "C", "C", "C", "C", "C", "C", "C", "C", "C", "C", "C", "C", "C", "C", "C", "C", "C", "C", "C", "C", "C", "C", "C", "C", "C", "C", "C", "H", "H", "H", "H", "H", "H", "H", "H", "H", "H", "H", "H", "H", "H", "H", "H", "H", "H", "H", "H", "H", "H", "H", "H", "H", "H", "H", "H", "H", "H", "H", "H", "H", "H", "H", "H", "H", "H", "H", "H", "H", "H", "H", "H", "H", "H", "H", "H", "H", "H", "H", "H", "H", "H", "H", "H", "H", "H", "H", "H", "H", "H", "H", "H", "H", "H", "H", "H", "H", "H", "H", "H", "H", "H", "H", "H", "H", "H", "H", "H", "H", "H", "H", "H", "H", "H", "H", "H", "H", "H", "H", "H", "H", "H", "H", "H", "H", "H", "H", "H", "H", "H", "H", "H", "H", "H", "H", "H", "H", "H", "H", "H"], "xyz": [[-2.9031, -19.4463, -17.9434], [-2.1719, -21.3158, -11.3264], [-7.0088, -24.1921, -10.1704], [-6.7851, -18.9818, -5.5047], [1.4380, -27.3374, -7.4598], [-1.2346, -23.7646, -5.7530], [-5.2231, -24.5703, -5.3389], [-2.5900, -23.8415, -14.9035], [0.5322, -24.6191, -11.3462], [-1.1870, -29.8639, -10.3371], [3.3619, -22.5156, -8.5125], [-2.5038, -18.9039, -5.0601], [-6.5341, -18.1922, -13.1531], [0.2835, -19.8113, -14.5372], [-4.2257, -28.6616, -5.4556], [-1.3916, -25.1454, -3.9608], [-6.0498, -20.1913, -12.2438], [-2.4111, -23.0671, -9.9048], [-2.7951, -28.2456, -7.1502], [-2.0932, -28.4918, -11.9038], [-1.9361, -19.6420, -7.1482], [-3.5342, -19.6549, -15.7607], [1.6739, -24.2082, -13.2604], [1.6897, -19.6282, -14.4377], [-3.1600, -29.4105, -7.9368], [-2.0301, -29.6215, -11.1842], [-1.8704, -19.2663, -8.5405], [-8.4900, -26.0256, -10.1281], [-2.0340, -18.7185, -6.1643], [-2.0810, -21.0757, -6.8982], [0.9658, -23.0083, -13.6393], [-4.4219, -24.7746, -13.7907], [-8.2704, -23.7376, -9.7122], [2.7840, -24.5896, -14.1319], [-2.8239, -19.9825, -16.8561], [0.6978, -19.4625, -12.2393], [1.2840, -21.4903, -8.3351], [-6.4208, -26.0115, -6.8095], [3.2386, -22.1063, -7.1421], [2.7563, -27.9008, -7.3453], [1.3944, -24.9282, -12.1522], [3.6588, -26.7499, -7.7318], [-3.1915, -28.1644, -12.7770], [-9.2739, -24.7037, -10.2852], [-6.2052, -21.6217, -12.2553], [-5.2714, -24.9855, -6.7095], [-7.0846, -20.5798, -7.2050], [1.9249, -19.0720, -13.0321], [-6.9919, -26.0167, -5.3939], [-3.6511, -23.8416, -15.8648], [-5.8059, -25.6090, -4.5346], [-0.3852, -19.4601, -13.3242], [-1.8575, -27.3380, -7.7764], [-7.7433, -19.4802, -6.4065], [1.7500, -21.8139, -6.9254], [-4.5918, -18.6752, -15.8140], [1.4865, -26.1582, -8.2442], [-1.6772, -22.2292, -10.6787], [-3.4660, -20.4809, -14.5506], [2.8602, -26.1890, -8.9116], [-6.0200, -21.1191, -6.2454], [-1.8513, -24.1974, -4.7935], [-6.6418, -19.4017, -13.1700], [-2.1848, -25.6310, -2.8490], [-1.1172, -27.4288, -11.7234], [-0.0953, -25.7597, -4.0717], [-5.9519, -20.0835, -5.1023], [-1.7731, -23.9773, -8.9675], [-3.3439, -27.9795, -5.9545], [-3.8406, -22.8864, -9.7818], [-7.0731, -25.5771, -10.4904], [-5.2335, -19.6171, -11.1925], [-3.1277, -24.0155, -13.6087], [-4.9551, -24.2451, -15.0933], [2.0635, -22.5350, -9.0916], [-2.8869, -23.8990, -4.5771], [-7.3682, -26.9941, -5.0848], [-3.8417, -22.8759, -16.3361], [-2.0821, -20.7652, -16.6291], [-0.8821, -23.4999, -8.5590], [-2.2675, -26.7190, -2.8487], [-5.5116, -24.9645, -15.6898], [2.8605, -28.2880, -6.3324], [-3.3832, -23.0700, -13.1074], [-1.0917, -21.5288, -6.8927], [3.7337, -25.9703, -6.9702], [1.6080, -20.4900, -8.6313], [-4.3610, -25.8616, -13.8695], [2.9559, -28.7407, -8.0205], [-5.0924, -24.5774, -12.9475], [-5.5588, -19.1031, -15.5489], [-1.6363, -26.4864, -11.5413], [-3.6768, -30.1230, -7.3006], [-7.2291, -25.7783, -7.4973], [-5.4026, -20.1765, -10.2701], [-9.4082, -24.5402, -11.3586], [-2.1091, -27.1449, -8.8259], [2.3451, -24.8486, -15.0978], [-0.8627, -27.7867, -7.7983], [-0.0659, -22.9801, -13.2966], [1.4975, -22.1396, -13.2420], [2.1254, -25.7410, -12.0248], [0.4501, -25.4492, -4.9674], [0.6859, -26.0133, -8.9749], [1.5936, -23.5187, -8.9437], [-1.1214, -20.2276, -13.1156], [-1.7032, -17.7392, -6.5578], [3.7819, -21.1692, -6.9885], [-1.7248, -25.3352, -1.9010], [-6.4150, -20.4801, -4.1888], [-7.2083, -19.9932, -13.9045], [-5.5632, -23.3471, -14.9623], [-4.7102, -18.1910, -16.7800], [-6.7376, -22.0028, -13.1267], [2.8982, -19.2655, -12.5803], [-5.4094, -24.0634, -7.2770], [-0.4644, -27.3472, -12.5930], [-10.2533, -24.6517, -9.8156], [-2.7727, -21.3037, -14.7264], [2.8274, -26.9397, -9.7080], [-0.6014, -22.4620, -10.7078], [1.8940, -17.9752, -13.0949], [-3.1801, -25.1879, -2.8865], [-7.7968, -21.3605, -7.4895], [1.6074, -20.9831, -6.2341], [-7.7757, -25.2733, -5.2432], [-5.0650, -26.4087, -4.4179], [-2.9303, -27.0673, -5.4937], [-4.3095, -25.4205, -7.0024], [2.2502, -20.5612, -14.5315], [-0.4854, -27.6001, -10.8543], [0.8124, -20.4514, -11.7831], [-4.4690, -20.9190, -14.5439], [-5.0421, -21.1699, -6.7289], [-8.3219, -23.7837, -8.6156], [-1.3916, -24.8714, -9.4726], [-8.4634, -22.6987, -9.9876], [1.1994, -22.6902, -6.5716], [-2.4596, -24.2790, -8.1838], [-3.8744, -27.4242, -12.3539], [-6.6495, -21.9866, -11.3266], [0.4497, -18.7461, -11.4564], [-3.5542, -24.5765, -16.6650], [3.1456, -25.2194, -9.3144], [-0.8090, -18.4505, -13.3146], [-4.9609, -19.7281, -4.8294], [-4.3508, -23.8414, -9.9157], [-6.2884, -26.1347, -9.9756], [-8.1892, -18.7083, -7.0321], [3.5016, -23.7746, -14.2164], [-6.9761, -25.7085, -11.5767], [-8.5408, -19.9424, -5.8014], [0.9468, -22.8554, -14.7188], [-3.7762, -29.0687, -12.9624], [-5.2541, -22.1673, -12.2917], [-0.1909, -26.8365, -4.2348], [-8.5649, -26.4348, -9.1193], [0.5803, -25.5214, -3.2491], [-2.2722, -29.8647, -8.3732], [-1.8291, -18.1827, -8.6559], [-2.4518, -21.1862, -5.8813], [-4.1337, -22.4358, -8.8278], [2.1702, -22.3872, -10.1689], [-2.6963, -19.6487, -9.1460], [-2.4554, -24.5261, -12.9135], [-5.9819, -26.9868, -7.0222], [-4.1780, -19.7442, -11.4555], [-6.2345, -22.1026, -5.8280], [-2.8198, -27.8229, -13.7444], [-8.9246, -26.7703, -10.7964], [-2.8408, -30.3432, -11.3669], [-6.0203, -25.2147, -3.5433], [-2.7210, -21.5617, -7.6267], [-1.7912, -26.3396, -7.3417], [-6.6365, -20.3064, -8.1631], [-3.1700, -19.9185, -13.6716], [1.9919, -18.8791, -15.1697], [1.4556, -25.2575, -7.6140], [-5.4712, -18.5663, -11.0685], [0.2283, -21.6841, -8.5196], [-4.4133, -17.8469, -15.1239], [3.6386, -22.8827, -6.4898], [-0.9615, -19.6771, -8.9973], [-3.8302, -29.0773, -8.7358], [4.6752, -27.0055, -8.0401], [-4.1890, -22.1912, -10.5367], [3.3050, -25.4747, -13.7715]], "forces_ev_per_a": [[-0.122, -0.118, -0.058], [0.178, 0.019, -0.194], [0.549, 0.424, 0.027], [0.786, 0.484, -0.484], [-0.480, -0.576, -0.105], [0.091, 0.100, -0.100], [0.332, 0.162, 0.267], [0.203, 0.057, -0.571], [-0.242, -0.469, 0.185], [0.120, 0.023, -0.337], [0.289, -0.132, 0.129], [0.629, -0.003, 0.162], [-0.345, 0.050, -0.518], [-0.201, -0.211, -0.275], [0.091, 0.257, 0.425], [-0.037, -0.483, 0.618], [-0.336, -0.356, -0.247], [0.112, 0.342, 0.144], [0.343, 0.569, -0.179], [0.165, 0.745, -0.103], [-0.376, -0.694, -0.504], [0.095, 0.067, 0.258], [0.423, -0.842, -0.203], [0.043, 0.605, 0.917], [-0.200, 0.190, 0.296], [0.167, -0.347, 0.769], [0.949, 0.137, -0.342], [-0.823, -0.024, 0.036], [-0.876, 0.040, -0.598], [0.475, 0.745, 0.923], [-0.016, 0.703, 0.093], [-0.903, -0.472, 0.554], [-0.566, 0.138, 0.439], [-0.657, -0.130, -0.041], [0.515, 0.316, -0.078], [-0.152, -0.591, 0.156], [0.093, -0.385, -0.390], [0.176, 0.022, 0.469], [-0.413, 0.265, -0.167], [0.214, 0.373, 0.305], [0.373, 1.305, -0.317], [0.779, 0.530, -0.708], [-0.305, -0.812, -0.247], [0.304, -0.459, -0.224], [0.492, -0.729, 0.235], [-0.281, 0.477, 0.307], [0.122, -1.030, -0.463], [0.180, 1.554, 0.058], [0.030, -0.571, 1.041], [-1.573, -0.388, 0.454], [0.536, 0.161, -0.766], [0.852, -0.378, 0.753], [0.680, -0.034, -0.603], [-0.573, -0.462, 0.343], [-0.178, -0.003, 0.266], [-0.286, 0.784, 0.138], [0.700, 0.996, -0.497], [-0.635, -0.177, 0.158], [-0.491, -0.126, -1.585], [-0.644, -0.243, 0.272], [0.790, 0.172, 0.361], [0.014, -0.236, -0.458], [0.531, 0.130, 0.887], [-0.111, 0.414, 0.275], [0.101, 0.012, 0.393], [0.876, -0.103, -1.188], [-1.081, 0.024, 0.289], [0.887, -0.277, -0.641], [-0.443, -0.489, -0.460], [-0.223, 0.128, -0.241], [-0.810, -0.401, -0.425], [0.296, -0.348, -0.215], [-0.610, -0.245, 0.678], [0.430, 0.882, -0.815], [0.314, -0.264, -0.276], [0.003, 0.108, 0.095], [-0.115, 0.037, -0.167], [0.588, 0.208, 0.114], [-0.006, -0.150, -0.120], [-0.197, -0.060, 0.431], [-0.023, -0.007, -0.194], [-0.169, -0.030, 0.186], [0.064, 0.198, 0.085], [0.261, 0.228, -0.346], [-0.093, -0.218, -0.197], [-0.069, -0.168, 0.183], [-0.298, 0.035, -0.089], [0.582, 0.055, 0.101], [-0.504, 0.016, -0.172], [-0.028, -0.005, -0.051], [0.032, -0.177, 0.037], [0.029, 0.098, -0.236], [-0.060, 0.039, 0.010], [0.334, 0.104, -0.373], [-0.106, 0.133, 0.077], [-0.026, 0.209, 0.045], [-0.347, -0.250, 0.021], [0.374, 0.185, -0.204], [0.074, 0.124, 0.088], [0.061, -0.227, 0.206], [-0.150, 0.034, 0.152], [-0.295, -0.290, 0.167], [-0.434, 0.416, -0.024], [-0.227, -0.711, 0.136], [0.020, 0.067, -0.070], [-0.249, 0.220, -0.054], [-0.099, 0.143, 0.381], [0.318, -0.198, -0.096], [-0.011, -0.039, -0.009], [0.139, -0.238, -0.033], [-0.143, 0.170, -0.167], [-0.103, -0.119, 0.118], [0.386, -0.458, -0.275], [-0.392, 0.374, 0.069], [-0.101, -0.507, -0.053], [-0.123, -0.131, -0.203], [-0.111, 0.142, -0.128], [0.049, -0.181, 0.163], [0.193, 0.116, 0.121], [0.146, 0.124, -0.129], [-0.068, -0.049, 0.146], [0.061, -0.066, -0.131], [-0.007, -0.081, -0.045], [-0.113, 0.050, 0.224], [-0.091, -0.135, 0.102], [-0.067, -0.010, -0.218], [-0.244, -0.233, -0.035], [-0.015, 0.038, 0.099], [0.003, -0.112, -0.004], [-0.260, -0.108, -0.525], [-0.092, -0.310, 0.014], [-0.120, 0.027, -0.021], [0.029, -0.117, 1.062], [-0.051, -0.133, -0.058], [0.147, 0.015, 0.032], [-0.253, -0.039, -0.073], [0.369, -0.021, -0.228], [0.067, 0.064, 0.165], [0.009, 0.270, 0.123], [0.198, 0.152, 0.083], [-0.360, 0.067, -0.115], [0.115, -0.080, 0.091], [0.930, -0.013, 0.102], [0.238, -0.012, 0.150], [-0.249, -0.082, -0.637], [0.034, 0.153, -0.313], [-0.086, 0.044, 0.123], [0.010, 0.106, 0.034], [0.226, 0.301, 0.243], [-0.018, 0.035, -0.143], [0.389, 0.125, 0.100], [-0.178, 0.082, -0.201], [0.052, -0.383, -0.045], [0.006, 0.030, 0.005], [0.254, 0.423, -0.115], [-0.086, -0.073, 0.528], [0.057, 0.179, 0.068], [-0.314, -0.174, 0.333], [-0.040, 0.086, 0.029], [-0.062, -0.003, 0.104], [-0.270, -0.169, -0.106], [0.100, -0.268, 0.154], [-0.021, 0.151, 0.050], [-0.223, -0.014, 0.307], [0.435, -0.040, -0.467], [-0.262, -0.082, -0.175], [0.016, 0.139, 0.139], [-0.074, -0.042, -0.162], [-0.005, 0.153, 0.046], [0.382, -0.129, -0.049], [-0.131, 0.133, -0.317], [-0.227, 0.195, -0.111], [-0.096, 0.055, -0.014], [-0.166, -0.238, 0.580], [0.049, 0.592, 0.203], [-0.353, 0.006, 0.146], [0.210, -0.339, -0.265], [-0.138, -0.168, 0.298], [-0.045, 0.012, 0.005], [-0.083, 0.547, 0.197], [0.052, -0.202, 0.266], [0.003, 0.018, 0.044], [-0.049, 0.063, -0.041], [-0.014, -0.229, -0.122], [-0.087, -0.317, 0.218], [0.148, -0.094, -0.172], [-0.081, 0.040, 0.245]]}